[1]
This record from OMol25 describes a cluster of 2 separate species, C4H4NO3S2 in total in a non-equilibrium geometry. The level of theory is ωB97M-V/def2-TZVPD.

HOMO energy (alpha / beta) ... -0.988 / -5.880 eV
F_max ... 6.5 eV/Å
Multiplicity ... 3
Energy above the lowest of the compared OMol25 structures with the same formula, charge and spin ... 0.0 kJ/mol
Charge ... -1
Total energy ... -33513.9142 eV

The geometry in XYZ format:
```
14
Properties=species:S:1:pos:R:3:mulliken_charge:R:1
S 2.8671 1.4902 0.0375 -0.40
S -0.0209 -0.0499 -2.3572 -0.23
O -0.7315 1.6575 1.6711 -0.61
O -2.1426 -0.0643 2.2000 -0.66
O 1.9481 -1.0420 0.1689 -0.29
N -0.6967 -0.2456 0.1822 -0.03
C -0.6878 -1.5342 0.1991 -0.85
C -1.2811 0.5739 1.6082 0.59
C -0.1679 0.5964 -0.6526 -0.35
C 2.1705 0.0888 0.0359 0.58
H 0.6562 1.0836 -2.7231 0.10
H -0.5143 1.6469 -0.7873 0.43
H -1.2203 -2.1530 0.9578 0.22
H -0.1787 -2.0484 -0.5405 0.50
```



[2]
This record from OMol25 describes a structure of composition C20H43CdO18 in a non-equilibrium geometry. The level of theory is ωB97M-V/def2-TZVPD.

HOMO energy (alpha / beta) ... -9.482 / -9.762 eV
F_max ... 4.7 eV/Å
Multiplicity ... 2
Total energy ... -62852.3237 eV

The geometry in XYZ format:
```
82
Properties=species:S:1:pos:R:3:mulliken_charge:R:1
Cd 1.2058 4.4009 0.5794 0.57
O -2.3729 3.9552 -2.1458 -0.59
O -5.1551 0.4391 -2.6769 -0.32
O -2.4553 3.5978 -4.3664 -0.36
O 2.0527 1.5612 -2.7250 -0.69
O -4.0174 -2.3468 1.3640 -0.44
O -3.8023 -1.2097 -3.4620 -0.59
O -3.3511 -0.2053 -1.5288 0.27
O -1.4824 2.2416 3.8036 -0.36
O 1.4212 -2.4884 -2.1620 -0.55
O 0.6913 2.2983 0.4280 -0.08
O -5.0555 -3.1144 3.3029 -0.57
O 3.5624 -0.5428 3.7360 -0.57
O -3.2264 0.7986 3.7711 -0.60
O 4.5789 0.3969 -1.7976 -0.52
O -2.7700 -2.9025 3.0709 -0.36
O 3.1153 1.5550 1.7564 -0.65
O -0.8720 2.7280 -3.1645 -0.15
O -1.0109 0.1503 4.2342 -0.29
C 3.0518 -1.7757 3.3087 0.45
C -4.0368 0.5649 -0.6007 -0.47
C 4.3104 -0.7896 -1.0182 0.81
C -2.6979 -1.9660 1.0319 0.40
C 5.6592 -1.4605 -0.6702 -1.40
C -1.9951 0.9930 3.8513 0.67
C -0.1069 2.3335 4.1559 -0.08
C 2.5042 -2.5770 4.4788 -1.31
C -1.9228 3.4861 -3.1500 0.62
C -1.5823 3.0417 -5.3546 -0.39
C 0.8731 -1.7975 -3.2895 -0.42
C -4.0643 -2.8879 2.6134 0.57
C -1.8757 -2.7859 1.9813 0.36
C 0.5339 -0.2444 0.4931 0.89
C -0.0696 1.1344 0.1487 0.41
C -4.1272 -0.3963 -2.6272 0.36
C -5.1050 1.2543 -1.5499 -0.47
C -0.6841 2.1908 -4.4614 0.13
C 0.2443 0.8068 4.3875 0.28
C -0.5820 -1.3421 -3.1467 -0.40
H 6.2312 -1.7921 -1.5367 0.39
H 2.3540 1.4364 1.1885 0.20
H 0.5772 0.7272 5.4224 0.37
H 3.6161 -1.4875 -1.4862 0.04
H -0.9400 3.8077 -5.7888 0.27
H -2.6365 -2.2548 -0.0174 0.23
H -0.9655 -2.2662 2.2804 -0.04
H 0.3538 2.1731 -4.7941 0.32
H -0.2208 -1.0027 0.2845 0.59
H 3.6095 -0.0012 2.9448 0.32
H -0.8276 -0.8286 -4.0763 0.30
H -3.3450 1.2437 -0.1020 0.25
H -1.2689 -2.1811 -3.0348 0.35
H 2.9408 2.3715 2.2245 0.20
H -1.0099 1.1873 0.6975 -0.12
H 0.4144 2.8126 3.3272 -0.01
H 3.7846 -0.4841 -0.1136 -0.26
H 2.5547 0.7880 -2.4672 0.21
H 1.0153 0.5453 3.6627 -0.28
H 3.3283 -2.6983 5.1819 0.35
H 1.6716 -2.0305 4.9218 0.24
H -4.5562 -0.0389 0.1435 0.43
H 3.8856 -2.3111 2.8546 0.37
H -0.6967 -0.6389 -2.3218 -0.02
H -0.1590 1.2241 -0.9340 -0.62
H 1.3382 1.6062 -2.0897 0.36
H 1.3425 -0.6141 -0.1374 -0.89
H 0.9386 -2.4318 -4.1734 0.45
H -1.5162 -3.7152 1.5394 0.22
H 2.1225 -3.5676 4.2315 0.33
H 6.2510 -0.8826 0.0397 0.36
H -1.0636 1.1696 -4.4266 -0.25
H 1.4020 -0.8629 -3.4764 0.16
H -5.9533 1.2231 -0.8662 0.35
H 0.8853 -0.3271 1.5215 -0.48
H -4.8374 2.3038 -1.6733 0.29
H 5.1951 0.1538 -2.4925 0.29
H -2.6171 -0.8791 1.0174 -0.35
H 0.0393 2.7251 5.1625 0.35
H 5.5536 -2.3208 -0.0093 0.40
H 2.3699 -1.7098 2.4609 -0.17
H -2.0991 2.5013 -6.1477 0.34
H 1.5538 -1.7682 -1.5413 -0.01
```



[3]
This record from OMol25 describes a structure of composition C16H24F6N3OSSc. The level of theory is ωB97M-V/def2-TZVPD.

HOMO energy ... -13.840 eV
F_max ... 0.5 eV/Å
Multiplicity ... 1
Charge ... +2
Total energy ... -71330.8677 eV

The geometry in XYZ format:
```
52
Properties=species:S:1:pos:R:3:mulliken_charge:R:1
Sc -0.3916 0.4379 -0.4976 0.64
S 0.3589 -1.0387 1.2854 -0.55
F -1.4191 1.9763 -2.3957 -0.16
F -3.3038 3.0565 -2.2120 -0.25
F -2.7188 0.4802 -0.8009 -0.23
F -4.2898 1.7688 0.0578 -0.22
F -1.4278 4.1048 -1.9946 -0.24
F -2.7179 0.9780 1.3043 -0.15
O -0.7701 2.2086 0.0717 -0.62
N 1.3575 0.7465 -1.9403 -0.53
N -0.8936 -1.3053 -1.9959 -0.50
N 2.6369 -3.1584 0.1763 0.03
C 0.1836 -2.1559 -2.5939 0.29
C -0.7728 -0.8997 3.7718 -0.44
C 0.0693 -0.2589 2.8702 0.72
C 2.3231 -2.6852 -1.2291 -0.21
C -2.4242 3.9064 0.6404 -1.74
C -3.0137 1.5268 0.1334 0.58
C -2.0815 2.9966 -1.7117 0.72
C 1.1922 -1.3017 -3.3460 -1.57
C 0.6754 0.9460 3.1907 -0.26
C -1.0002 -0.3239 5.0119 -0.63
C -2.0556 2.6933 -0.1953 1.09
C -0.3967 0.8823 5.3430 -0.49
C 0.4363 1.5163 4.4326 -0.77
C 2.1015 -0.4389 -2.4768 0.20
C 2.7284 -1.2119 -1.3019 -0.91
C 0.8507 -3.0210 -1.5033 -1.18
H 1.3323 1.4431 2.4907 0.40
H 0.9073 2.4556 4.6898 0.42
H 0.7970 -4.0700 -1.7984 0.25
H 2.0200 1.3832 -1.4984 0.36
H -1.4316 -0.8920 -2.7579 0.37
H -1.6508 -0.8191 5.7200 0.40
H 0.6897 -0.6830 -4.0951 0.60
H -1.2467 -1.8367 3.5114 0.42
H 2.9611 -3.2816 -1.8819 0.51
H -2.4148 3.6344 1.6942 0.44
H 0.9805 1.2852 -2.7209 0.35
H 2.4330 -0.7341 -0.3660 0.38
H 0.2755 -2.9375 -0.5790 0.46
H -1.5663 -1.9035 -1.5177 0.33
H 3.6183 -3.0143 0.4170 0.44
H 2.0474 -2.6078 0.8429 -0.07
H 3.8165 -1.1435 -1.3472 0.28
H -0.2938 -2.8198 -3.3154 0.42
H -1.6846 4.6862 0.4756 0.43
H 1.8314 -1.9730 -3.9256 0.46
H -0.5725 1.3268 6.3131 0.42
H 2.8997 -0.0622 -3.1172 0.44
H 2.4240 -4.1496 0.2989 0.44
H -3.4095 4.2874 0.3723 0.42
```



[4]
This record from OMol25 describes a structure of composition C26H13BrCl2F5IInN4O5S. The level of theory is ωB97M-V/def2-TZVPD.

HOMO energy ... -5.141 eV
F_max ... 0.8 eV/Å
Multiplicity ... 1
Energy above the lowest of the compared OMol25 structures with the same formula, charge and spin ... 73.6 kJ/mol
Charge ... -1
Total energy ... -176161.1698 eV

The geometry in XYZ format:
```
59
Properties=species:S:1:pos:R:3:mulliken_charge:R:1
I 0.3837 -4.6876 3.5354 -0.79
In -0.2037 0.5269 -0.1466 1.66
Br 0.9112 6.5439 -0.4808 -0.21
Cl 2.6471 -1.3261 -6.4544 -0.28
Cl 1.2062 3.2835 -4.1096 -0.23
S 0.0881 1.5087 2.1618 -0.29
F 4.0159 -1.7626 2.5481 -0.30
F 1.4957 2.6371 4.4630 -0.33
F 1.8241 -0.8404 1.3021 0.09
F 3.6952 1.7046 5.7050 -0.30
F 4.9702 -0.4966 4.7700 -0.30
O -3.9952 0.7343 0.2417 -0.67
O -2.1326 0.1548 -0.8578 -0.71
O 0.7416 1.6138 -1.7471 -0.79
O -5.4598 -3.6510 1.6520 -0.50
O -5.4715 -2.0888 0.0880 -0.54
N -1.5550 -2.2210 2.3846 -0.05
N 0.9248 -1.0999 -1.5988 0.05
N -1.5661 -1.1565 1.5725 0.07
N -1.0846 2.9674 -0.2565 0.15
C -0.4520 5.2322 -0.5229 -0.40
C -0.1525 3.9151 -0.2342 -0.01
C 1.5518 0.8953 2.8722 0.75
C 1.4036 1.5679 -4.0021 0.38
C 0.7580 -3.0700 -0.1788 -0.42
C -3.0467 -0.0006 0.0751 0.29
C 3.3878 -0.6935 3.0319 -0.50
C 1.0760 -2.4047 -1.4701 0.84
C -3.5385 -2.2320 1.4471 0.76
C 1.8660 0.8741 -5.1229 -0.70
C -2.7120 4.5945 -0.8558 -1.00
C -1.7531 5.5918 -0.8341 -0.01
C 3.2203 1.0729 4.6298 0.13
C 2.0865 1.5356 3.9926 0.14
C 1.8949 -2.5861 -3.7291 -0.85
C 1.5798 -3.1757 -2.5438 -1.07
C 1.1109 0.9465 -2.7921 -0.21
C -2.7640 -1.1305 1.0178 0.13
C 2.2478 -0.2173 2.4129 -0.17
C 1.7372 -1.1910 -3.8805 0.19
C 3.8770 -0.0507 4.1541 0.66
C -2.3378 3.2890 -0.5686 -0.27
C -4.8834 -2.6124 0.9888 0.55
C 2.0419 -0.4803 -5.0604 0.76
C -2.6960 -2.9055 2.3208 -0.75
C 1.2564 -0.4765 -2.7589 0.21
H -3.0573 2.4792 -0.5677 0.48
H 1.6825 -3.3402 0.3347 0.28
H -0.7074 -2.6211 2.8401 -0.05
H -3.7421 4.8224 -1.0907 0.44
H 2.2659 -3.1677 -4.5614 0.44
H 1.7050 -4.2400 -2.3992 0.51
H 0.2011 -3.9928 -0.3313 0.48
H -4.8764 -4.0048 2.3300 0.31
H 0.1970 -2.3965 0.4525 -0.63
H 2.0809 1.4178 -6.0315 0.45
H 0.8527 3.6088 0.0245 0.46
H -2.7954 -3.8203 2.8846 0.21
H -2.0016 6.6225 -1.0464 0.45
```



[5]
This record from OMol25 describes a structure of composition C6H4 in a non-equilibrium geometry. The level of theory is ωB97M-V/def2-TZVPD.

HOMO energy ... -8.267 eV
F_max ... 3.8 eV/Å
Multiplicity ... 1
Energy above the lowest of the compared OMol25 structures with the same formula, charge and spin ... 349.3 kJ/mol
Total energy ... -6278.8548 eV

The geometry in XYZ format:
```
10
Properties=species:S:1:pos:R:3:mulliken_charge:R:1
C 0.1718 1.0804 0.2310 -0.13
C 1.2358 -1.1230 -0.4359 -0.69
C -0.6900 -0.0046 0.9198 -0.29
C 1.1092 -0.0091 -1.2207 0.17
C 0.6327 -0.5138 0.6609 0.15
C 0.4878 1.1970 -1.1271 -0.54
H 0.3579 2.1370 -1.5972 0.40
H 1.7472 -2.0231 -0.7809 0.38
H -0.8792 0.1629 1.9494 0.30
H -1.3819 -0.4497 0.2645 0.26
```



[6]
This record from OMol25 describes the molecule C7H12O in a non-equilibrium geometry. The level of theory is ωB97M-V/def2-TZVPD.

HOMO energy ... -8.167 eV
F_max ... 4.3 eV/Å
Multiplicity ... 1
Energy above the lowest of the compared OMol25 structures with the same formula, charge and spin ... 240.9 kJ/mol
Total energy ... -9498.3217 eV

The geometry in XYZ format:
```
20
Properties=species:S:1:pos:R:3:mulliken_charge:R:1
O -2.3669 0.2494 -0.7083 -0.49
C -1.0857 -0.2077 2.1314 -0.96
C -0.6580 0.0405 0.9137 0.46
C -1.1971 -0.3748 -0.3464 0.40
C -0.5004 -1.1958 -1.1764 -0.27
C 0.9739 0.8788 0.7191 -0.89
C 0.8043 -1.7254 -0.7674 -0.99
C 0.9242 1.7728 -0.4999 -0.95
H 1.2034 -2.4524 -1.4716 0.36
H -0.5816 0.1723 3.0082 0.29
H 1.4545 -0.7928 -0.5184 0.05
H -1.9497 -0.8399 2.3030 0.29
H 1.8514 2.3329 -0.6228 0.37
H 1.9237 0.3622 0.8576 0.43
H -2.5156 0.1207 -1.6532 0.31
H 0.1018 2.4800 -0.4245 0.32
H -0.7954 -1.2786 -2.2162 0.30
H 0.7830 -2.1680 0.2264 0.30
H 0.8970 1.4535 1.6402 0.42
H 0.7333 1.1721 -1.3945 0.25
```



Question: What is the multiplicity in the first record?
Answer: 3



Question: Which of these has the lowest total energy?
Answer: C26H13BrCl2F5IInN4O5S



Question: Among the records above, which one has the lowest total energy?
Answer: C26H13BrCl2F5IInN4O5S



Question: What is the formula in the second record?
Answer: C20H43CdO18